Here is a structure of composition C39H49ClN4O2PSSi2Ti in a non-equilibrium geometry from the Open Molecules 2025 dataset. Energies are from ωB97M-V/def2-TZVPD.

LUMO, eV: -3.3
Energy above the lowest of the compared OMol25 structures with the same formula, charge and spin, eV: 0.480
Kohn-Sham gap, eV: 7.1
Total energy, eV: -122811.5334
Total charge: +1
Strongest force on any atom, eV/A: 1.20

Element x y z (Å)
Ti 0.17 -1.61 0.17
O 1.28 -0.09 1.02
C 1.45 0.01 2.47
C 1.88 1.39 2.88
C 1.14 2.53 2.17
C -0.36 2.52 2.29
C -1.01 3.39 3.16
C -2.40 3.42 3.17
C -3.09 2.58 2.31
C -2.35 1.73 1.49
N -1.02 1.68 1.49
H 2.10 0.15 0.56
H 2.15 -0.76 2.78
H 0.47 -0.24 2.85
H 2.95 1.52 2.70
H 1.74 1.45 3.96
H 1.39 2.51 1.11
H 1.53 3.47 2.56
H -0.44 4.05 3.79
H -2.93 4.09 3.83
H -4.17 2.58 2.26
H -2.85 1.06 0.81
C -3.64 -1.97 2.18
Si -1.95 -2.17 2.93
C -1.82 -3.66 4.06
C -1.54 -0.70 4.00
N -0.72 -2.40 1.60
C -0.37 -3.71 1.22
C -1.28 -4.79 1.22
C -0.88 -6.04 0.84
C 0.43 -6.26 0.39
C 1.31 -5.21 0.29
C 0.94 -3.91 0.70
N 1.70 -2.77 0.50
Si 3.45 -2.82 0.24
C 4.19 -3.97 1.51
C 3.83 -3.34 -1.51
C 4.15 -1.10 0.47
H -4.38 -1.85 2.98
H -3.93 -2.83 1.58
H -3.69 -1.08 1.55
H -2.04 -3.33 5.08
H -0.82 -4.08 4.06
H -2.53 -4.45 3.82
H -2.37 -0.62 4.71
H -1.47 0.26 3.49
H -0.64 -0.87 4.60
H -2.31 -4.62 1.51
H -1.58 -6.86 0.86
H 0.74 -7.25 0.09
H 2.31 -5.37 -0.11
H 3.42 -4.44 2.13
H 4.86 -3.43 2.17
H 4.77 -4.77 1.04
H 3.54 -4.37 -1.73
H 4.91 -3.27 -1.70
H 3.32 -2.70 -2.23
H 3.99 -0.70 1.48
H 3.83 -0.37 -0.28
H 5.23 -1.17 0.35
Cl 1.61 -0.32 -2.00
C 0.98 0.37 -3.51
C 1.51 -0.19 -4.66
C 1.10 0.31 -5.88
C 0.18 1.34 -5.93
C -0.33 1.88 -4.75
C 0.06 1.41 -3.50
P -0.64 2.04 -1.91
C -2.04 3.06 -2.48
C -3.31 2.49 -2.42
C -4.43 3.20 -2.84
C -4.29 4.49 -3.31
C -3.03 5.07 -3.37
C -1.91 4.36 -2.96
C 0.57 3.33 -1.45
C 1.91 3.29 -1.81
C 2.80 4.24 -1.33
C 2.36 5.26 -0.50
C 1.02 5.31 -0.14
C 0.13 4.35 -0.60
H 2.23 -1.00 -4.59
H 1.49 -0.12 -6.80
H -0.15 1.73 -6.88
H -1.06 2.68 -4.81
H -3.42 1.48 -2.04
H -5.41 2.74 -2.79
H -5.16 5.05 -3.63
H -2.92 6.09 -3.74
H -0.94 4.83 -3.00
H 2.28 2.52 -2.48
H 3.84 4.20 -1.62
H 3.05 6.01 -0.14
H 0.65 6.11 0.50
H -0.91 4.40 -0.31
O 0.08 -2.95 -1.65
H -0.74 -2.83 -2.15
H 0.16 -3.90 -1.45
S -1.95 -0.91 -1.06
C -2.73 -2.40 -0.97
N -3.23 -3.44 -0.94

Results of the Mulliken charge analysis, in e, for atoms 1 through 99:
1. Ti -0.31
2. O 1.28
3. C 0.65
4. C -1.23
5. C -0.23
6. C 0.55
7. C -0.86
8. C -0.86
9. C -1.06
10. C -0.30
11. N 1.29
12. H -0.55
13. H 0.65
14. H -1.33
15. H 0.43
16. H 0.53
17. H -0.77
18. H 0.84
19. H 0.58
20. H 0.47
21. H 0.54
22. H 0.12
23. C -0.86
24. Si -0.02
25. C -1.20
26. C -1.01
27. N 0.64
28. C 1.51
29. C -0.63
30. C -0.98
31. C -1.03
32. C -0.31
33. C -0.75
34. N 1.34
35. Si 0.25
36. C -1.21
37. C -0.71
38. C -0.98
39. H 0.50
40. H 0.35
41. H 0.16
42. H 0.49
43. H 0.32
44. H 0.35
45. H 0.49
46. H 0.05
47. H 0.35
48. H 0.44
49. H 0.47
50. H 0.45
51. H 0.35
52. H 0.30
53. H 0.45
54. H 0.35
55. H 0.36
56. H 0.43
57. H -0.08
58. H 0.23
59. H 0.09
60. H 0.56
61. Cl 0.07
62. C -0.11
63. C -0.87
64. C -0.57
65. C -0.95
66. C -0.68
67. C 0.30
68. P 1.84
69. C -0.13
70. C -0.38
71. C -0.71
72. C -0.59
73. C -0.75
74. C -0.22
75. C 0.31
76. C -0.66
77. C -0.73
78. C -0.66
79. C -0.87
80. C -0.34
81. H 0.50
82. H 0.42
83. H 0.43
84. H 0.45
85. H 0.29
86. H 0.45
87. H 0.40
88. H 0.44
89. H 0.49
90. H 0.46
91. H 0.46
92. H 0.41
93. H 0.46
94. H 0.48
95. O -0.41
96. H 0.28
97. H 0.25
98. S 0.04
99. C 0.05